Molecular formula: C4H10N4O
Method: DFT, ωB97M-V with the def2-TZVPD basis set

The structure (SMILES) is [H]/N=C1\NN(C)CCN1O. For the HOMO-LUMO gap, the calculation gives 9.35 eV. For the strongest force on any atom, the calculation gives 3.6 eV/Å. The value obtained for the energy above the lowest of the compared OMol25 structures with the same formula, charge and spin is 4.050 eV.

XYZ file:
```
19
Properties=species:S:1:pos:R:3:nbo_charge:R:1
C 2.34 0.56 0.46 -0.40
C 0.77 -1.23 -0.07 -0.24
C -0.70 -1.39 -0.36 -0.25
C -1.08 0.88 -0.06 0.55
H 3.14 -0.22 0.39 0.20
H 2.72 1.51 0.13 0.21
H 1.93 0.76 1.52 0.18
H 1.47 -2.00 -0.44 0.22
H 0.82 -1.43 1.02 0.17
H -1.17 -2.33 -0.15 0.23
H -0.88 -1.35 -1.44 0.17
H -3.23 0.20 0.63 0.51
H -1.67 2.61 0.04 0.34
H 0.35 1.59 -1.23 0.39
N 1.27 0.08 -0.40 -0.27
N -1.49 -0.39 0.26 -0.15
N -2.05 1.71 -0.09 -0.81
N 0.26 1.06 -0.43 -0.50
O -2.82 -0.61 0.22 -0.55
```

---

Molecular formula: C55H139N5O6P2
Method: DFT, ωB97M-V with the def2-TZVPD basis set

For the HOMO-LUMO gap, the calculation gives 8.07 eV. For the strongest force on any atom, the calculation gives 2.9 eV/Å. The net charge is +6.

XYZ file:
```
207
Properties=species:S:1:pos:R:3:mulliken_charge:R:1
C -0.62 -1.45 -0.65 0.35
C -1.13 -2.95 -0.49 1.73
C -0.57 -3.94 -1.48 1.40
O -1.12 -3.42 0.81 -0.11
H 0.43 -1.62 -0.87 -0.16
H -0.73 -0.85 0.26 -0.87
H -1.16 -0.89 -1.41 0.01
H -2.18 -2.76 -0.72 -0.81
H 0.45 -4.12 -1.14 -1.17
H -0.50 -3.64 -2.53 0.44
H -1.08 -4.90 -1.43 -0.98
C -2.71 -2.92 -5.17 -1.04
C -3.11 -1.43 -5.25 -0.18
C -2.58 -0.67 -4.08 0.32
O -2.95 0.75 -4.23 -0.53
C -2.27 1.73 -3.46 -0.64
N -2.62 -0.82 -6.57 -0.28
H -3.14 -1.18 -7.35 0.39
H -2.58 0.19 -6.68 0.32
H -1.69 -1.10 -6.85 0.36
H -1.63 -2.94 -5.30 0.44
H -3.15 -3.48 -6.00 0.45
H -3.02 -3.17 -4.15 0.06
H -4.15 -1.08 -5.31 0.37
H -1.49 -0.73 -4.14 0.42
H -2.92 -1.09 -3.13 -0.33
H -1.19 1.67 -3.54 0.38
H -2.65 1.57 -2.45 0.06
H -2.66 2.69 -3.80 0.45
C 7.53 -0.70 -2.83 -1.45
C 6.29 -1.23 -2.18 0.37
C 5.13 -1.63 -3.09 -0.99
O 4.11 -2.27 -2.43 -0.11
C 2.95 -2.69 -3.16 -0.65
N 6.68 -2.37 -1.26 -0.07
H 7.17 -2.06 -0.44 0.41
H 7.27 -2.94 -1.85 0.43
H 5.82 -2.84 -1.02 0.06
H 8.19 -1.41 -3.33 0.42
H 8.21 -0.32 -2.07 0.45
H 7.24 0.09 -3.51 0.37
H 6.01 -0.46 -1.45 0.16
H 5.46 -2.29 -3.89 0.46
H 4.90 -0.78 -3.74 0.49
H 2.29 -3.28 -2.52 -0.10
H 3.14 -3.20 -4.10 0.46
H 2.46 -1.75 -3.40 0.35
C -7.25 3.38 -2.27 -1.46
C -7.11 2.09 -1.47 -0.04
C -5.87 1.26 -1.82 -0.41
O -5.86 0.11 -0.87 -0.46
C -4.75 -0.80 -1.00 -0.05
N -6.96 2.66 -0.01 -0.32
H -6.24 3.37 -0.01 0.34
H -7.81 3.13 0.27 0.38
H -6.81 1.94 0.68 0.31
H -6.39 4.05 -2.17 0.46
H -8.17 3.88 -1.96 0.49
H -7.40 3.09 -3.31 0.38
H -7.99 1.44 -1.42 0.41
H -5.02 1.94 -1.79 0.21
H -5.91 0.98 -2.87 0.38
H -4.89 -1.52 -1.80 0.52
H -4.58 -1.20 0.00 0.04
H -3.79 -0.31 -1.21 -0.18
C -4.74 -4.55 -0.75 -1.02
C -4.43 -5.90 -0.13 0.11
C -4.15 -7.02 -1.14 -0.95
O -2.94 -6.62 -1.86 -0.18
C -2.10 -7.54 -2.52 -0.80
N -3.27 -5.78 0.86 -0.05
H -2.87 -6.62 1.25 0.44
H -2.50 -5.24 0.48 -0.47
H -3.58 -5.37 1.72 0.45
H -5.08 -3.79 -0.04 0.45
H -5.55 -4.78 -1.44 0.51
H -3.94 -4.18 -1.39 -0.06
H -5.28 -6.18 0.50 0.44
H -5.03 -7.08 -1.78 0.40
H -3.92 -7.98 -0.67 0.49
H -1.93 -8.43 -1.91 0.41
H -1.08 -7.17 -2.61 0.12
H -2.51 -7.85 -3.47 0.31
C -2.93 0.23 2.05 -1.16
C -1.80 0.01 3.01 0.59
C -2.16 0.63 4.34 -1.00
O -2.37 1.98 4.20 -0.29
C -1.27 2.79 4.49 -0.38
N -1.66 -1.48 3.29 0.26
H -2.56 -1.85 3.57 0.47
H -1.40 -2.04 2.49 -0.66
H -0.88 -1.67 3.91 0.50
H -3.79 -0.42 2.18 0.39
H -2.64 0.29 1.00 -0.14
H -3.29 1.26 2.09 0.61
H -0.86 0.45 2.66 0.10
H -1.48 0.30 5.12 0.47
H -3.14 0.28 4.67 0.46
H -1.41 3.77 4.05 -0.06
H -0.37 2.33 4.07 0.28
H -1.17 2.94 5.56 0.32
C -2.24 8.14 -3.12 -1.17
C -1.07 9.04 -2.88 -0.62
C -0.11 8.92 -1.63 -0.74
C 0.35 7.53 -1.24 -0.73
P 1.37 7.34 0.19 0.96
C 2.87 8.47 -0.09 -1.19
C 3.69 8.33 -1.47 -0.57
C 5.09 9.09 -1.46 -0.50
C 5.99 8.85 -2.66 -1.22
C 0.51 8.11 1.59 -1.35
C -0.73 7.37 2.04 0.18
C -1.14 7.83 3.45 -0.92
C -2.59 7.37 3.80 -1.13
C 1.78 5.57 0.50 -0.86
C 0.61 4.64 0.07 0.07
C 0.95 3.17 0.10 -1.45
C -0.07 2.08 -0.41 0.09
H -2.64 8.19 -4.13 0.37
H -2.99 8.29 -2.34 0.33
H -2.00 7.10 -2.90 0.19
H -1.61 9.98 -2.82 0.33
H -0.41 8.88 -3.73 0.34
H -0.73 9.44 -0.89 0.32
H 0.70 9.53 -2.01 0.16
H 0.95 7.08 -2.03 0.61
H -0.57 6.95 -1.19 0.54
H 3.52 8.52 0.78 0.64
H 2.41 9.46 -0.12 0.59
H 3.04 8.70 -2.26 0.24
H 3.83 7.25 -1.57 0.35
H 5.49 8.67 -0.54 0.31
H 4.97 10.15 -1.23 0.39
H 6.99 8.81 -2.24 0.35
H 5.99 9.60 -3.45 0.33
H 5.88 7.84 -3.06 0.34
H 0.37 9.18 1.42 0.68
H 1.20 8.01 2.43 0.55
H -0.63 6.28 2.15 -0.16
H -1.50 7.78 1.39 0.21
H -1.17 8.91 3.62 0.47
H -0.35 7.57 4.15 0.47
H -2.81 7.70 4.81 0.40
H -2.61 6.29 3.66 0.18
H -3.31 7.85 3.13 0.33
H 1.81 5.42 1.58 0.49
H 2.65 5.19 -0.04 0.57
H 0.28 4.74 -0.96 0.29
H -0.21 4.70 0.80 -0.08
H 1.34 2.85 1.07 0.61
H 1.86 2.88 -0.42 0.52
H -0.14 2.10 -1.50 0.11
H -1.04 2.23 0.06 0.43
H 0.42 1.16 -0.09 -0.66
C 2.58 -6.73 -2.37 -1.26
C 1.95 -6.72 -0.96 -0.32
C 2.46 -5.72 0.10 0.06
C 1.59 -5.67 1.34 -0.87
P 1.93 -4.44 2.60 0.15
C 3.49 -4.90 3.43 -1.35
C 4.02 -3.87 4.46 -0.55
C 5.29 -4.40 5.21 -0.53
C 5.87 -3.11 5.90 -1.18
C 2.18 -2.72 2.01 0.02
C 3.17 -2.43 0.93 0.32
C 3.77 -1.09 1.05 -1.47
C 2.94 0.04 0.46 -0.44
C 0.65 -4.57 3.88 -0.25
C 0.29 -5.97 4.28 -0.47
C -0.80 -6.06 5.26 -1.01
C -2.21 -5.74 4.59 -0.73
H 1.80 -6.92 -3.11 0.31
H 3.35 -7.48 -2.48 0.39
H 3.01 -5.77 -2.64 0.17
H 2.10 -7.62 -0.35 0.60
H 0.86 -6.68 -1.00 -0.01
H 2.41 -4.81 -0.50 -0.88
H 3.53 -5.90 0.23 0.71
H 1.81 -6.60 1.86 0.96
H 0.52 -5.59 1.16 -0.07
H 4.19 -5.21 2.66 0.80
H 3.34 -5.92 3.78 0.76
H 3.23 -3.70 5.19 0.35
H 4.33 -3.00 3.89 0.08
H 6.04 -4.85 4.56 0.38
H 4.95 -5.10 5.97 0.39
H 6.38 -2.54 5.13 0.29
H 6.60 -3.45 6.64 0.43
H 5.05 -2.62 6.42 0.31
H 2.40 -2.25 2.97 1.12
H 1.21 -2.45 1.58 -0.89
H 2.78 -2.55 -0.08 -0.44
H 3.98 -3.15 0.79 0.76
H 4.77 -1.02 0.62 0.27
H 3.93 -0.89 2.11 0.51
H 1.96 -0.24 0.86 -0.36
H 2.91 0.02 -0.63 0.29
H 3.02 1.03 0.90 0.61
H -0.21 -4.05 3.46 -0.31
H 1.04 -3.88 4.64 1.05
H 1.18 -6.39 4.77 0.31
H 0.04 -6.50 3.36 0.29
H -0.65 -5.31 6.04 0.37
H -0.80 -7.08 5.64 0.43
H -2.93 -5.98 5.37 0.48
H -2.54 -6.45 3.83 0.15
H -2.26 -4.67 4.39 0.02
```

---

Molecular formula: C8H25ClILuN2OP2
Method: DFT, ωB97M-V with the def2-TZVPD basis set

For the HOMO-LUMO gap (alpha / beta), the calculation gives 5.33 / 6.92 eV. For the strongest force on any atom, the calculation gives 3.5 eV/Å. The net charge is +2. The value obtained for the energy above the lowest of the compared OMol25 structures with the same formula, charge and spin is 0.000 eV.

XYZ file:
```
41
Properties=species:S:1:pos:R:3:nbo_charge:R:1
C -1.75 0.36 -0.25 -0.65
I 2.70 0.58 0.86 0.23
H -2.11 0.39 -1.32 0.24
H -2.17 1.21 0.31 0.23
H -2.13 -0.58 0.20 0.22
Lu 0.55 -0.13 -1.09 1.43
P 0.19 2.70 -0.74 0.80
C -0.19 3.63 0.80 -0.92
C 1.80 3.40 -1.19 -0.94
H 1.67 4.47 -1.39 0.26
H -0.49 4.65 -1.94 0.26
H 2.20 2.91 -2.08 0.26
H -0.82 3.19 -2.93 0.26
H 0.50 3.34 1.61 0.24
H 2.52 3.26 -0.38 0.24
C -0.88 3.62 -1.92 -0.92
H -0.06 4.71 0.58 0.27
H -1.94 3.63 -1.62 0.26
H -1.23 3.43 1.12 0.25
P 0.18 -2.87 -0.75 0.74
C -0.25 -3.67 0.84 -0.92
C -0.96 -3.72 -1.93 -0.92
H 2.23 -3.02 -2.03 0.26
H 1.76 -4.62 -1.41 0.27
H 2.51 -3.42 -0.34 0.25
C 1.81 -3.55 -1.17 -0.94
H -0.94 -3.25 -2.93 0.26
H -0.68 -4.78 -2.05 0.26
H -0.12 -4.77 0.82 0.27
H -1.30 -3.45 1.09 0.24
H -2.01 -3.68 -1.59 0.25
H 0.39 -3.26 1.64 0.25
Cl 1.17 -0.22 -3.48 -0.50
N 0.65 0.57 3.36 -0.80
C -0.18 -0.16 2.58 0.81
N -1.24 -0.71 3.24 -0.79
O 0.00 -0.34 1.34 -0.72
H 0.53 0.66 4.36 0.44
H 1.53 0.86 2.91 0.40
H -2.00 -1.16 2.74 0.43
H -1.44 -0.20 4.11 0.42
```

---

Molecular formula: C2H6N2
Method: DFT, ωB97M-V with the def2-TZVPD basis set

The structure (SMILES) is C=N.C=N. For the HOMO-LUMO gap, the calculation gives 9.53 eV. For the strongest force on any atom, the calculation gives 4.6 eV/Å. The value obtained for the energy above the lowest of the compared OMol25 structures with the same formula, charge and spin is 4.495 eV.

XYZ file:
```
10
Properties=species:S:1:pos:R:3:nbo_charge:R:1
C -2.47 -2.01 0.01 0.02
N -1.78 -3.02 0.46 -0.67
H -2.81 -1.85 -0.99 0.15
H -2.62 -1.14 0.65 0.13
H -2.30 -3.36 1.29 0.37
C 2.30 2.28 -0.71 -0.06
N 3.02 1.90 0.34 -0.60
H 2.90 2.42 -1.56 0.17
H 1.22 2.41 -0.61 0.16
H 2.53 2.38 1.10 0.33
```

---

Molecular formula: C4H4O3
Method: DFT, ωB97M-V with the def2-TZVPD basis set

For the HOMO-LUMO gap (alpha / beta), the calculation gives 7.66 / 7.73 eV. For the strongest force on any atom, the calculation gives 0.6 eV/Å. The value obtained for the energy above the lowest of the compared OMol25 structures with the same formula, charge and spin is 8.009 eV.

XYZ file:
```
11
Properties=species:S:1:pos:R:3:nbo_charge:R:1
O -0.19 1.83 0.61 -0.28
C -0.71 1.05 -0.36 -0.01
C -0.22 -0.29 -0.12 0.10
C -0.46 -1.44 0.75 -0.09
O -0.57 -1.51 -0.69 -0.45
C 0.95 0.48 -0.56 0.19
O 1.41 1.54 0.14 -0.29
H -1.32 1.47 -1.15 0.23
H 0.39 -1.98 1.17 0.19
H -1.40 -1.49 1.29 0.20
H 1.64 0.06 -1.29 0.21
```

---

Molecular formula: C32H29N7O6S2Sn
Method: DFT, ωB97M-V with the def2-TZVPD basis set

For the HOMO-LUMO gap, the calculation gives 6.93 eV. For the strongest force on any atom, the calculation gives 0.4 eV/Å. The value obtained for the energy above the lowest of the compared OMol25 structures with the same formula, charge and spin is 0.082 eV.

XYZ file:
```
77
Properties=species:S:1:pos:R:3:mulliken_charge:R:1
Sn 0.14 0.11 1.19 2.12
O -0.19 -3.58 6.24 -0.53
C -0.10 -2.75 5.18 1.01
C 0.93 -1.81 5.05 -0.56
C 0.92 -1.01 3.93 0.00
N -0.03 -1.11 3.02 0.04
C -1.00 -2.02 3.11 0.18
C -1.07 -2.87 4.19 -0.72
C -1.93 -2.04 1.91 0.30
O -2.78 -2.90 1.82 -0.73
O -1.67 -1.10 1.06 -0.51
C 2.01 -0.01 3.57 0.15
O 2.93 0.17 4.33 -0.72
O 1.83 0.55 2.41 -0.51
H 0.53 -3.41 6.86 0.31
H 1.72 -1.71 5.78 0.49
H -1.86 -3.61 4.24 0.60
C -1.11 -3.82 -3.56 -1.02
C -1.77 -3.51 -2.22 -0.68
N -1.67 -2.09 -1.86 0.44
C -2.90 -1.29 -1.94 -0.99
C -3.20 -0.80 -3.35 -1.22
C -0.53 -1.60 -1.43 0.39
S -0.33 0.14 -1.25 -0.40
N 0.50 -2.43 -1.27 -0.14
C 1.42 -2.29 -0.35 -0.21
O 1.30 -1.62 0.73 -0.28
C 2.70 -3.03 -0.53 0.42
C 3.77 -2.76 0.33 -0.57
C 4.98 -3.41 0.15 -0.80
C 5.12 -4.35 -0.86 -0.39
C 4.05 -4.63 -1.71 -0.73
C 2.85 -3.97 -1.54 -0.17
H -1.27 -4.87 -3.82 0.38
H -0.04 -3.63 -3.51 0.19
H -1.53 -3.20 -4.35 0.31
H -1.32 -4.10 -1.43 0.36
H -2.83 -3.75 -2.26 0.47
H -2.80 -0.46 -1.25 0.45
H -3.70 -1.92 -1.57 0.54
H -2.39 -0.17 -3.72 0.29
H -4.12 -0.21 -3.35 0.42
H -3.34 -1.63 -4.05 0.30
H 3.64 -2.03 1.12 0.43
H 5.81 -3.20 0.81 0.43
H 6.06 -4.87 -0.99 0.39
H 4.16 -5.36 -2.50 0.41
H 2.01 -4.17 -2.19 0.44
S -1.13 2.03 2.00 -0.61
C -0.65 3.16 0.73 0.23
N -1.36 4.17 0.37 -0.40
N -2.53 4.36 0.93 0.20
C -3.38 5.39 0.49 0.51
C -4.61 5.54 1.13 -0.50
C -5.47 6.55 0.73 -0.48
C -5.11 7.41 -0.30 -0.55
C -3.88 7.25 -0.92 -0.49
C -3.01 6.24 -0.54 -0.32
N 0.55 3.07 0.02 -0.75
N 1.26 2.09 0.24 0.78
C 2.44 1.98 -0.58 -0.04
C 3.34 0.98 -0.25 0.22
C 4.46 0.79 -1.05 -0.79
C 4.67 1.59 -2.16 -0.47
C 3.77 2.60 -2.47 -0.66
C 2.65 2.80 -1.68 -0.57
H -2.91 3.64 1.54 0.26
H -4.88 4.88 1.94 0.34
H -6.42 6.67 1.23 0.35
H -5.78 8.20 -0.61 0.37
H -3.59 7.92 -1.73 0.35
H -2.05 6.11 -1.02 0.42
H 3.18 0.39 0.63 0.54
H 5.17 0.01 -0.80 0.44
H 5.54 1.44 -2.78 0.39
H 3.93 3.23 -3.33 0.37
H 1.92 3.57 -1.92 0.46
```

---

Molecular formula: C3H7O3
Method: DFT, ωB97M-V with the def2-TZVPD basis set

For the HOMO-LUMO gap, the calculation gives 8.38 eV. For the strongest force on any atom, the calculation gives 1.6 eV/Å. The net charge is -1. The value obtained for the energy above the lowest of the compared OMol25 structures with the same formula, charge and spin is 1.025 eV.

XYZ file:
```
13
Properties=species:S:1:pos:R:3:nbo_charge:R:1
C 1.35 -1.39 -2.14 -0.74
C 1.07 -0.39 -0.95 0.77
O 1.36 0.78 -1.25 -0.77
O 0.61 -0.84 0.12 -0.79
H 2.25 -2.00 -2.03 0.20
H 1.33 -0.84 -3.08 0.20
H 0.52 -2.09 -2.34 0.18
C -1.73 1.30 2.10 -0.24
O -0.42 0.79 1.95 -0.77
H -0.23 0.44 1.03 0.52
H -2.38 0.84 1.35 0.16
H -1.70 2.40 2.13 0.14
H -2.04 1.01 3.12 0.14
```

---

Molecular formula: C18H26MgN2Si
Method: DFT, ωB97M-V with the def2-TZVPD basis set

For the HOMO-LUMO gap (alpha / beta), the calculation gives 7.97 / 5.07 eV. For the strongest force on any atom, the calculation gives 2.1 eV/Å.

XYZ file:
```
48
Properties=species:S:1:pos:R:3:nbo_charge:R:1
C 0.40 -1.89 1.07 -0.64
C -0.89 0.33 1.41 -0.64
H 0.11 -1.75 0.00 0.20
H 0.30 -2.98 1.30 0.23
H 1.49 -1.63 1.14 0.23
H -1.15 0.21 0.35 0.20
H -1.76 0.78 1.92 0.23
H -0.11 1.10 1.47 0.22
C 1.69 -1.23 -3.22 0.06
C 1.61 -1.91 -4.45 -0.33
C 1.16 -1.24 -5.60 -0.19
C 0.76 0.09 -5.49 -0.22
H 2.13 -1.66 -2.30 0.20
H 1.92 -2.95 -4.48 0.22
H 1.12 -1.75 -6.57 0.22
H 0.42 0.69 -6.33 0.21
N 1.21 0.02 -3.11 -0.71
C 0.74 0.69 -4.21 0.11
C 0.15 2.01 -3.93 0.09
N 0.13 2.39 -2.62 -0.72
C -0.53 3.50 -2.22 0.06
C -1.17 3.93 -4.53 -0.20
C -1.24 4.26 -3.16 -0.33
H -0.47 3.70 -1.13 0.20
H -1.81 5.11 -2.79 0.22
C -0.44 2.81 -4.93 -0.21
H -0.32 2.47 -5.96 0.21
H -1.68 4.54 -5.28 0.22
Mg 1.30 1.22 -1.41 1.63
C 2.94 1.70 -0.20 -1.39
H 2.87 2.77 0.05 0.21
H 3.89 1.48 -0.70 0.22
H 2.82 1.08 0.71 0.20
C 0.47 -2.09 5.78 -1.10
Si -1.17 -1.81 4.91 1.56
C -2.15 -3.39 4.63 -1.10
C -2.11 -0.40 5.71 -1.11
C -0.73 -1.34 3.20 -0.31
C -0.45 -1.01 1.97 -0.12
H 0.40 -2.42 6.83 0.24
H 1.05 -1.15 5.75 0.24
H 1.04 -2.85 5.21 0.24
H -2.48 -3.94 5.52 0.24
H -3.03 -3.17 4.01 0.24
H -1.51 -4.06 4.03 0.24
H -1.49 0.52 5.70 0.24
H -3.04 -0.16 5.17 0.24
H -2.38 -0.61 6.76 0.24
```